Record 1
Computed, not measured: a structure of composition C22H20N7OTi at a distorted geometry, with ωB97M-V/def2-TZVPD.

Results
⟨S²⟩ = 0.754
Total charge = +2
LUMO energy (alpha / beta) = -6.18 / -6.35 eV
Orbital gap (alpha / beta) = 8.10 / 8.20 eV
Multiplicity = 2

The geometry in XYZ format:
```
51
Properties=species:S:1:pos:R:3:forces:R:3
H -2.849 2.630 3.137 0.0 0.0 0.0
C 0.728 0.980 -2.754 -0.1 -0.2 0.6
C -1.673 1.583 1.694 0.2 -0.2 0.0
H 3.730 -1.749 3.160 0.0 0.0 0.0
O 0.201 0.144 -1.869 0.3 0.5 -1.0
N 0.526 0.748 -4.034 -0.1 -0.1 -0.4
C -1.246 -2.080 1.411 0.1 0.2 0.0
H -1.647 -0.858 3.113 -0.1 0.0 0.0
C -0.774 -1.231 2.579 0.2 0.2 -0.2
C -2.424 -3.962 0.549 -0.1 -0.1 0.0
H -3.013 -4.858 0.702 0.0 0.0 0.0
H 0.225 2.018 2.543 0.1 0.0 0.0
C -1.346 -2.406 -0.886 0.1 0.1 0.2
C -0.529 1.239 2.622 0.0 -0.3 -0.2
N 1.880 -1.110 0.440 0.6 -0.5 0.4
H 4.235 -3.090 -0.892 0.0 0.0 0.0
C 1.504 -0.215 2.667 -0.2 -0.1 -0.2
H -1.057 -2.044 -1.862 0.0 0.1 0.0
C 2.570 -1.831 -0.462 -0.2 0.1 0.0
C 2.299 -1.089 1.717 -0.2 0.1 0.0
H 2.185 -1.831 -1.473 0.0 0.0 0.0
C 4.139 -2.504 1.185 0.1 -0.1 0.1
C -2.769 2.309 2.106 -0.1 0.1 0.1
N 2.575 3.659 -3.982 -0.1 0.0 0.1
H -0.028 -0.039 -4.332 0.0 0.0 0.0
C 2.100 2.992 -3.173 0.1 -0.1 0.0
C 1.541 2.086 -0.882 0.0 0.0 -1.1
C -1.995 -3.219 1.631 0.0 -0.1 0.2
H -4.617 3.198 1.478 0.0 0.0 0.0
N -0.930 -1.678 0.172 -0.6 -0.9 0.1
C 3.706 -2.532 -0.132 0.1 -0.1 0.0
H -2.237 -3.516 2.645 0.0 0.0 0.0
H -2.364 1.067 -1.467 0.0 0.0 0.0
N 1.384 1.808 0.232 0.3 0.4 0.4
C -3.751 2.622 1.179 -0.1 0.1 0.1
H -0.867 1.196 3.656 0.0 0.0 0.1
H 0.910 1.367 -4.734 0.0 0.0 0.0
H -0.227 -1.860 3.280 0.0 -0.1 0.0
H -2.405 -4.104 -1.609 0.0 0.0 0.0
C -2.506 1.444 -0.463 0.2 -0.1 0.0
C 3.421 -1.781 2.123 0.1 0.0 0.1
C -3.618 2.183 -0.129 -0.1 0.0 0.0
H -4.366 2.401 -0.878 0.0 0.0 0.0
H 1.544 -0.628 3.674 -0.1 0.0 0.1
N 0.090 -0.059 2.196 0.0 -0.1 0.3
C 1.483 2.067 -2.289 0.2 0.3 0.5
H 1.964 0.771 2.690 0.0 0.1 0.0
H 5.029 -3.047 1.479 0.0 0.0 0.0
N -1.539 1.152 0.424 -0.9 0.4 0.4
Ti 0.183 0.038 0.027 0.3 0.4 -0.7
C -2.092 -3.549 -0.736 -0.1 -0.1 0.0
```
Forces are in eV/Å.

Atomic partial charges in e from the natural (NBO) method, atoms 1 to 4: 0.2507 0.6717 0.2226 0.2499

***

Record 2
Computed, not measured: a cluster of 2 separate species, C26H28F4N in total at a distorted geometry, with ωB97M-V/def2-TZVPD.

Results
Total charge = +1
LUMO energy = -6.32 eV
Relative energy (zero: lowest compared OMol25 entry of this formula, charge and spin) = 0.0000 eV
Orbital gap = 3.31 eV

The geometry in XYZ format:
```
59
Properties=species:S:1:pos:R:3:forces:R:3
H 0.066 2.504 1.496 0.0 -0.3 0.4
C 2.491 1.474 2.252 1.2 0.8 0.3
C -2.404 0.161 -3.927 0.0 -0.3 0.1
C 2.308 -3.739 -0.083 0.1 0.1 -0.1
H -0.561 -1.880 0.329 0.0 0.0 -0.1
H -1.382 -0.228 -0.536 0.0 -0.2 -0.4
H 1.147 -4.931 -1.442 0.1 0.1 0.1
H 0.642 -3.390 -3.077 0.2 0.2 0.3
C 3.835 3.492 2.275 -0.1 1.1 0.1
C -4.883 1.380 2.202 -1.0 -0.5 0.2
N 0.398 -2.039 -1.511 0.3 -0.3 0.8
H -0.400 0.866 -4.301 0.0 0.0 0.0
C 4.918 1.384 2.289 1.0 -0.4 0.0
H -2.600 1.297 -2.082 0.0 -0.1 -0.1
C 1.223 0.819 2.126 -0.8 -0.3 -0.3
C -3.771 3.473 2.241 0.2 1.1 0.1
F -3.811 4.846 2.334 0.0 -1.7 -0.1
C 2.584 2.893 2.295 0.0 -0.4 -0.4
H -3.448 -0.228 -2.102 0.3 0.1 0.1
C 0.031 1.446 1.769 0.4 0.1 -0.3
C -2.489 0.242 -2.383 -0.5 0.8 -0.3
F 3.901 4.868 2.287 -0.1 -1.7 0.0
C 1.150 -3.098 0.671 -0.3 -0.2 -0.1
H 0.394 -3.868 0.872 0.2 0.1 -0.1
H -1.018 -0.239 -5.531 0.1 0.0 0.3
F 6.082 0.644 2.285 -1.5 0.9 0.1
C 1.870 -4.107 -1.494 -0.3 0.0 0.1
C -4.977 2.773 2.245 0.6 -0.3 -0.1
H 2.627 -4.646 0.442 0.0 0.2 0.0
H 5.996 3.274 2.246 -0.2 -0.1 0.0
C 0.464 -1.935 -0.061 0.1 0.0 -0.1
H 3.173 -3.066 -0.116 -0.1 0.0 0.0
C 5.031 2.775 2.249 -0.5 -0.3 0.2
C -2.532 2.859 2.142 0.0 -0.3 -0.3
H -0.750 -2.141 -4.107 0.2 0.1 0.1
H -5.933 3.288 2.271 0.2 -0.1 0.1
H 1.194 -0.252 2.358 0.0 0.3 -0.2
H -3.660 -0.387 2.070 -0.1 0.3 -0.1
H 0.762 -1.229 -4.066 -0.3 -0.1 0.4
C -3.680 0.704 2.088 0.5 0.0 -0.4
C 3.701 0.723 2.323 -0.6 -0.1 -0.2
H 1.488 -2.745 1.652 -0.1 0.0 -0.1
H -1.219 -0.293 1.660 0.0 0.2 0.3
H 2.054 -2.380 -2.758 -0.1 -0.1 0.2
H 1.677 3.496 2.327 0.5 0.0 0.0
H 2.720 -4.473 -2.081 -0.2 0.0 0.1
H 3.664 -0.367 2.357 0.1 0.3 -0.1
C 1.241 -2.946 -2.266 0.7 -0.2 -0.6
H -1.615 3.445 2.168 -0.5 0.0 -0.1
C -2.464 1.445 1.973 -1.0 0.7 0.1
C -0.288 -1.211 -3.733 -0.4 -0.2 -0.3
C -1.368 -0.377 -1.621 1.4 -0.9 -0.5
C -1.210 0.797 1.748 0.3 -0.2 1.0
F -6.056 0.660 2.278 1.6 0.9 -0.1
C -0.412 -1.178 -2.210 -1.5 0.9 0.1
H -2.841 1.061 -4.376 0.0 -0.2 0.1
C -0.985 -0.048 -4.450 0.0 0.2 0.4
H -3.017 -0.685 -4.259 0.1 0.1 0.0
H 0.941 -0.985 0.251 0.0 0.0 -0.4
```
Forces are in eV/Å.

Atomic partial charges in e from the natural (NBO) method, atoms 1 to 4: 0.2297 -0.1139 -0.3928 -0.4004

***

no.,energy (Eh)
1,-2157.9861
2,-1461.4274